(1)
Here is C12H36Be2N2O18 as an isolated structure from OMol25. Energies are from ωB97M-V/def2-TZVPD.

Structure (ORCA input):
```
! RIJCOSX wB97M-V def2-TZVPD def2/J DEFGRID3
* xyz 2 1
Be -1.382 5.843 11.669
Be -1.337 10.782 13.827
N -1.800 8.490 14.222
O -1.472 7.455 13.554
O -1.644 9.665 13.686
O -2.266 8.319 15.327
N -1.604 8.989 10.920
O -0.877 8.014 10.578
O -1.122 9.802 11.731
O -2.720 9.122 10.451
C -4.440 9.616 16.471
C -3.785 10.905 16.864
O -2.510 11.050 16.192
O -4.053 8.480 17.289
H -4.417 9.391 15.400
H -5.524 9.683 16.622
H -3.795 10.972 17.953
H -4.435 11.709 16.506
H -2.124 11.851 16.580
H -4.734 7.855 17.023
C -1.399 3.217 13.615
C -2.879 3.345 13.395
O -3.009 3.919 12.060
O -0.838 4.516 13.751
H -0.959 2.754 12.734
H -1.211 2.715 14.567
H -3.307 4.154 13.997
H -3.388 2.414 13.641
H -3.787 3.564 11.611
H -1.124 4.856 14.651
C -0.817 5.758 18.324
C -2.045 5.719 17.442
O -1.707 5.513 16.019
O -0.108 4.542 18.419
H -1.201 6.015 19.313
H -0.190 6.595 17.998
H -2.513 6.708 17.461
H -2.825 4.988 17.671
H -2.029 6.330 15.605
H 0.084 4.298 17.504
C -5.849 6.647 11.923
C -4.499 7.285 12.159
O -3.507 6.788 11.259
O -5.944 5.239 11.969
H -6.226 6.885 10.924
H -6.599 7.111 12.571
H -4.259 7.054 13.203
H -4.514 8.377 12.146
H -3.741 7.046 10.356
H -5.546 4.923 12.790
C -7.091 7.108 16.838
C -6.362 7.383 15.532
O -4.949 7.453 15.709
O -7.448 8.268 17.585
H -6.336 6.615 17.466
H -7.941 6.436 16.677
H -6.749 8.326 15.129
H -6.675 6.593 14.848
H -4.724 8.368 15.889
H -7.284 8.126 18.518
C -5.665 10.837 13.132
C -6.368 11.170 11.838
O -5.961 10.260 10.788
O -4.239 10.852 13.034
H -5.981 9.891 13.580
H -6.025 11.641 13.779
H -6.005 12.118 11.435
H -7.445 11.116 12.000
H -6.627 10.364 10.100
H -4.041 10.054 12.522
*
```

For the energy, the calculation gives -1970.87397 a.u. The LUMO energy is -9.09 eV. Its energy above the lowest of the compared OMol25 structures with the same formula, charge and spin is 0.00 kcal per mole. As for the HOMO-LUMO gap: 0.2095 Eh. The HOMO energy comes out at -0.5434 Ha.

=====

(2)
Here is a 7-piece molecular cluster, C12H36ClO16 overall from OMol25. Energies are from ωB97M-V/def2-TZVPD.

Structure (ORCA input):
```
! RIJCOSX wB97M-V def2-TZVPD def2/J DEFGRID3
* xyz -1 1
Cl 1.547 0.621 0.144
O 0.356 1.280 0.627
O 1.815 0.992 -1.234
O 2.664 1.031 0.954
O 1.317 -0.811 0.183
C -0.152 4.589 2.840
C 1.247 4.169 2.470
O 1.688 3.126 3.335
O -1.050 3.484 2.860
H -0.505 5.267 2.058
H -0.163 5.111 3.803
H 1.906 5.050 2.517
H 1.287 3.822 1.434
H 2.140 2.486 2.769
H -0.535 2.728 3.175
C -0.289 2.570 -3.696
C 0.311 3.941 -3.820
O -0.664 4.979 -3.705
O -0.721 2.319 -2.365
H 0.482 1.835 -3.996
H -1.115 2.347 -4.374
H 0.803 4.105 -4.777
H 1.036 4.025 -3.000
H -1.090 4.864 -2.847
H 0.088 2.180 -1.849
C -2.193 -3.861 0.941
C -1.206 -3.590 -0.200
O 0.098 -3.475 0.322
O -2.412 -2.720 1.765
H -1.754 -4.645 1.563
H -3.143 -4.256 0.554
H -1.558 -2.687 -0.713
H -1.237 -4.449 -0.879
H 0.419 -2.567 0.351
H -2.949 -2.079 1.269
C -4.225 -0.580 -0.950
C -3.452 0.477 -0.234
O -2.844 -0.014 0.935
O -5.582 -0.665 -0.453
H -3.744 -1.553 -0.762
H -4.215 -0.474 -2.035
H -4.175 1.272 0.005
H -2.740 0.984 -0.887
H -1.906 0.217 0.950
H -5.671 -1.485 0.037
C 1.550 -0.753 3.891
C 0.335 -1.636 3.886
O -0.690 -1.034 3.153
O 2.330 -0.911 2.704
H 2.202 -0.999 4.730
H 1.233 0.295 3.947
H 0.009 -1.955 4.891
H 0.648 -2.610 3.462
H -1.180 -1.719 2.665
H 1.743 -0.873 1.937
C 3.419 -2.066 -2.933
C 3.867 -3.286 -3.692
O 2.780 -4.207 -3.866
O 3.152 -2.506 -1.613
H 2.501 -1.676 -3.387
H 4.207 -1.304 -2.942
H 4.631 -3.794 -3.092
H 4.268 -3.020 -4.668
H 2.270 -4.151 -3.048
H 2.809 -1.757 -1.111
*
```

For the energy, the calculation gives -2142.60442 a.u. The LUMO energy is 2.54 eV. Its energy above the lowest of the compared OMol25 structures with the same formula, charge and spin is 0.00 kcal per mole. As for the HOMO-LUMO gap: 0.3400 Eh. The HOMO energy comes out at -0.2466 Ha.